{
  "formula": "C28H34CaF12MnN5O18S4",
  "method": "wB97M-V/def2-TZVPD",
  "elements": ["Ca", "Mn", "C", "F", "F", "F", "S", "O", "O", "N", "S", "O", "O", "C", "F", "F", "F", "C", "F", "F", "F", "S", "O", "O", "N", "S", "O", "O", "C", "F", "F", "F", "O", "H", "C", "C", "C", "O", "C", "O", "O", "H", "H", "H", "H", "H", "H", "C", "C", "C", "O", "C", "O", "O", "H", "H", "H", "H", "H", "H", "C", "C", "C", "O", "C", "O", "O", "H", "H", "H", "H", "H", "H", "N", "C", "C", "C", "C", "H", "H", "H", "H", "H", "N", "C", "C", "C", "C", "H", "H", "H", "H", "H", "N", "C", "C", "C", "C", "H", "H", "H", "H", "H"],
  "xyz": [[4.186231, -2.254709, -1.905720], [3.574404, 1.608871, -1.608415], [4.399502, 5.580943, -1.611622], [4.439989, 6.804242, -1.146892], [3.373180, 5.403812, -2.426459], [5.509511, 5.308671, -2.283552], [4.306655, 4.408932, -0.145746], [5.563138, 3.708821, -0.172810], [4.047432, 5.123866, 1.055614], [3.143987, 3.259141, -0.544080], [1.679753, 3.826795, -0.109896], [1.546587, 5.225782, -0.156732], [0.686657, 3.086799, -0.836987], [1.466490, 3.316067, 1.666733], [1.341906, 1.977057, 1.709868], [2.510692, 3.655548, 2.410414], [0.369994, 3.880778, 2.133183], [1.446603, -1.336243, 1.057038], [2.507238, -0.683578, 1.554786], [1.723239, -2.631098, 1.066193], [0.380397, -1.116038, 1.772004], [1.201525, -0.719267, -0.686584], [-0.190929, -0.528477, -0.837705], [1.945203, 0.512575, -0.822479], [1.975283, -1.931234, -1.604292], [0.830396, -2.906875, -2.149488], [1.452384, -4.090777, -2.675936], [-0.199809, -3.133603, -1.203165], [0.063424, -1.975786, -3.596268], [-1.228547, -2.181904, -3.594213], [0.333863, -0.664420, -3.464779], [0.627884, -2.378261, -4.729500], [4.109641, -0.109650, -2.663383], [3.632085, -0.702794, -3.238788], [-1.585200, 2.712203, -4.138407], [-0.345225, 3.171397, -4.877424], [0.265635, 4.481172, -4.339270], [1.429126, 4.019072, -3.627743], [1.677146, 2.762337, -3.933787], [2.572261, 2.119818, -3.442215], [0.753388, 2.226561, -4.716016], [-1.330900, 2.319038, -3.155918], [-2.258438, 2.083048, -4.721242], [-2.222303, 3.600756, -4.037272], [-0.542594, 3.218729, -5.947107], [-0.445562, 4.961627, -3.672556], [0.555542, 5.198633, -5.102948], [-2.384788, 0.505020, 1.272875], [-2.755184, 0.321185, 2.727148], [-4.229001, -0.109616, 2.905306], [-4.165726, -1.438885, 3.388203], [-2.887148, -1.843067, 3.501907], [-2.586838, -2.933239, 3.861827], [-2.038958, -0.828033, 3.240008], [-2.306741, -0.451890, 0.750403], [-1.435059, 1.030116, 1.182599], [-3.165260, 1.009157, 0.697567], [-2.542354, 1.153791, 3.392335], [-4.722996, -0.107399, 1.929162], [-4.830581, 0.564407, 3.513114], [0.650701, -2.069109, 5.234159], [0.939719, -3.508675, 4.932951], [0.383367, -4.013605, 3.593462], [1.532400, -4.705938, 3.010671], [2.662621, -4.317410, 3.624253], [3.759314, -4.501074, 3.191680], [2.370866, -3.641183, 4.752404], [1.045098, -1.823019, 6.227900], [-0.422117, -1.901250, 5.301677], [1.218436, -1.388887, 4.603019], [0.616962, -4.169528, 5.735840], [0.180683, -3.273982, 2.828761], [-0.417456, -4.733310, 3.703187], [-2.966588, -3.676760, -0.336600], [-3.812185, -2.776978, -0.950630], [-5.091651, -3.234066, -0.777496], [-5.023052, -4.417200, 0.007528], [-3.697863, -4.645451, 0.280576], [-1.966257, -3.607365, -0.385894], [-3.357456, -1.905363, -1.391647], [-6.000517, -2.765699, -1.118488], [-5.835278, -5.026252, 0.363332], [-3.240961, -5.428837, 0.860216], [-5.065899, -0.246208, -4.516183], [-3.976470, -1.088106, -4.587214], [-4.466879, -2.327666, -4.905047], [-5.881247, -2.248699, -4.988007], [-6.214041, -0.922541, -4.797294], [-5.070296, 0.718191, -4.240867], [-2.967849, -0.837558, -4.327223], [-3.925746, -3.251755, -5.038452], [-6.546680, -3.078931, -5.147400], [-7.215850, -0.530976, -4.833705], [4.582630, 1.785646, 3.613873], [4.733702, 2.946877, 4.336276], [4.830427, 2.562603, 5.640088], [4.567852, 1.183463, 5.718033], [4.552109, 0.703202, 4.437315], [4.679195, 1.734875, 2.616639], [4.867877, 3.824813, 3.728618], [4.959751, 3.237501, 6.470458], [4.433706, 0.568110, 6.591256], [4.366696, -0.291831, 4.077082]],
  "forces_ev_per_angstrom": [[0.34, 0.07, 0.29], [-0.50, -0.45, -1.41], [-0.03, -0.27, 0.09], [-0.08, 0.28, -0.06], [-0.17, 0.18, -0.04], [0.06, 0.06, 0.02], [1.70, -0.98, 0.93], [-0.25, -0.64, -0.77], [-0.49, 0.38, -0.60], [0.52, 2.23, 1.17], [-2.13, -1.40, -0.81], [0.61, 1.45, 0.19], [0.32, -0.61, 0.19], [0.57, -0.22, 0.06], [-0.09, 0.17, 0.02], [-0.56, -0.16, -0.06], [-0.04, -0.06, -0.03], [0.69, -0.09, 0.37], [-0.16, -0.06, 0.01], [0.08, -0.10, -0.23], [-0.06, 0.34, -0.08], [0.17, 0.82, -0.04], [-0.29, -0.59, -0.34], [0.96, -0.66, 0.29], [-1.33, 1.96, 1.14], [-0.86, -2.61, -0.74], [1.00, 0.75, -0.40], [-0.33, 0.28, 0.35], [0.63, 0.40, 0.13], [0.09, -0.05, -0.14], [-0.24, -0.27, -0.17], [-0.23, -0.15, 0.14], [1.39, -1.45, 1.48], [-1.05, 1.45, -1.21], [-0.47, 0.80, -0.25], [-0.06, 0.01, -0.57], [-0.48, -0.43, -0.13], [0.15, 0.34, -0.23], [-1.66, 0.28, 0.53], [1.03, -0.44, 0.10], [0.21, 0.09, -0.01], [-0.19, -0.08, 0.03], [0.59, -0.63, 0.05], [0.25, 0.04, 0.40], [0.09, 0.09, 0.02], [0.35, 0.03, 0.37], [0.21, -0.15, -0.08], [0.10, 0.18, -0.30], [-0.73, -0.77, 0.11], [-0.07, 0.40, -1.10], [-0.14, 0.11, 0.08], [-0.68, 0.50, 0.41], [0.61, -0.32, -0.05], [0.17, -0.04, -0.03], [0.12, -0.17, 0.39], [-0.04, 0.06, -0.20], [0.10, 0.46, 0.33], [0.33, 0.15, -0.25], [0.02, -0.27, 0.03], [0.21, -0.33, 0.58], [0.30, 0.20, 1.38], [0.06, 0.14, -0.78], [1.13, -0.66, -0.39], [-0.11, -0.28, 0.15], [-0.64, 0.28, 0.07], [0.17, -0.03, 0.04], [0.20, -0.17, 0.02], [-0.09, -0.23, 0.02], [0.01, 0.23, -0.47], [-0.48, -0.02, -0.58], [0.15, 0.00, 0.08], [-0.67, 0.41, 0.50], [-0.18, 0.12, -0.08], [-0.19, 0.50, 0.16], [0.57, -0.45, 0.18], [-0.28, 0.21, 0.17], [0.32, 0.07, 0.10], [-0.18, -0.29, -0.17], [-0.07, -0.12, 0.15], [-0.35, 0.04, -0.31], [0.08, 0.06, -0.10], [-0.10, 0.04, -0.05], [0.09, -0.02, -0.07], [0.04, 0.58, -0.03], [-0.64, -0.52, -0.04], [-0.20, -0.50, 0.16], [0.36, 0.67, -0.18], [-0.18, -1.54, 0.11], [0.23, 0.03, -0.06], [-0.02, 0.53, -0.07], [0.25, 0.17, 0.11], [-0.11, 0.10, -0.18], [0.21, 0.56, 0.18], [0.20, -0.05, -0.61], [0.67, -0.91, -1.07], [-0.80, 1.22, 0.79], [0.68, -0.84, 0.03], [-0.91, 0.05, 0.23], [-0.06, 0.10, -0.02], [0.04, 0.44, 0.58], [-0.05, -0.02, 0.04], [0.22, 0.11, 0.14], [0.06, -0.12, -0.11]],
  "lowdin_charge": [1.65, 1.02, -0.68, 0.19, 0.14, 0.16, 0.65, -0.29, -0.24, -0.39, 0.59, -0.22, -0.27, -0.65, 0.12, 0.14, 0.18, -0.66, 0.14, 0.16, 0.20, 0.70, -0.21, -0.36, -0.49, 0.58, -0.26, -0.26, -0.64, 0.18, 0.11, 0.16, -0.50, -0.08, 0.00, -0.25, -0.03, 0.08, -0.55, 0.06, 0.12, 0.10, 0.08, 0.10, 0.16, 0.14, 0.14, -0.02, -0.27, -0.09, 0.09, -0.56, 0.16, 0.05, 0.08, 0.07, 0.09, 0.15, 0.13, 0.13, -0.01, -0.28, -0.05, 0.04, -0.59, 0.13, 0.08, 0.09, 0.08, 0.08, 0.16, 0.10, 0.13, 0.01, -0.14, -0.11, -0.10, -0.14, 0.09, 0.10, 0.09, 0.09, 0.11, 0.00, -0.15, -0.12, -0.10, -0.14, 0.14, 0.07, 0.09, 0.09, 0.11, -0.01, -0.13, -0.11, -0.11, -0.15, 0.13, 0.11, 0.10, 0.09, 0.10],
  "spin_multiplicity": 6,
  "orbital_gap_ev": [4.16, 4.15],
  "total_charge": 1,
  "energy_ha": -7335.0122
}